# 1
Molecular formula: C8H13ClSi
Method: DFT, ωB97M-V/def2-TZVPD

XYZ file:
```
23
Properties=species:S:1:pos:R:3:forces:R:3
C -1.389 1.502 -2.161 -0.10 0.45 -1.71
C -2.205 1.760 -1.120 4.43 -2.46 -0.19
C -0.314 0.614 -1.715 0.11 -1.68 0.39
C -0.490 0.287 -0.423 1.54 -1.24 2.56
C -1.662 1.039 0.117 0.05 -0.17 -3.95
C 0.631 -0.213 -2.527 2.14 0.90 0.68
C -0.190 -1.361 2.619 0.22 3.62 1.58
C 2.500 -0.236 1.462 -1.03 -3.14 -1.94
Si 0.829 -1.149 1.027 -1.76 4.19 0.07
Cl 0.812 -2.983 0.291 0.52 -1.53 -0.99
H -1.476 1.820 -3.275 -0.06 -0.44 2.23
H -3.058 2.248 -1.158 -3.90 2.45 -0.03
H -1.514 1.717 0.847 1.18 2.49 2.65
H -2.456 0.500 0.492 -1.70 -2.03 0.84
H 1.703 0.127 -2.413 -0.96 -0.01 -0.14
H 0.458 -0.227 -3.570 -0.45 -0.02 -1.12
H 0.665 -1.220 -2.142 -0.28 -0.38 -0.06
H 0.441 -1.353 3.576 -0.61 0.06 -1.40
H -0.997 -0.515 2.795 1.72 -1.37 -0.51
H -0.748 -2.232 2.659 -0.99 -1.92 -0.24
H 2.671 -0.251 2.479 0.34 -0.45 2.31
H 3.364 -0.621 0.931 0.08 -0.26 -0.04
H 2.424 0.746 1.210 -0.50 2.94 -0.99
```
Forces are in eV/Å.

* E_tot: -1062.25432 hartree
* 2S+1: 1
* frontier orbital gap: 0.3231 hartree
* total charge: 0
* energy relative to the best compared isomer or geometry (same formula, charge and spin): 1.213 eV

# 2
Molecular formula: C8H13FN2
Method: DFT, ωB97M-V/def2-TZVPD

XYZ file:
```
24
Properties=species:S:1:pos:R:3:forces:R:3
C 3.524 0.156 0.875 -2.50 -0.05 -2.27
C 2.941 -0.673 -0.138 1.74 -1.20 0.90
C 1.914 0.045 -0.665 -2.04 -0.62 -2.17
C -1.965 -2.212 0.798 1.03 0.24 1.37
C -2.240 -0.911 -1.239 -1.69 -2.91 -0.01
C -2.277 0.308 0.923 5.57 0.06 2.91
C 1.129 2.381 -0.471 -1.23 0.81 0.91
C -2.117 -1.002 0.260 0.09 -1.09 -0.43
N 2.860 1.300 0.865 0.92 1.07 1.89
N 1.885 1.232 0.006 0.86 -0.67 -2.16
F 3.443 -1.935 -0.459 -1.20 1.82 0.26
H 4.218 -0.049 1.613 1.45 -0.33 0.98
H -1.710 -3.096 0.243 -0.35 -0.08 -0.77
H 1.126 -0.158 -1.482 1.69 0.16 1.53
H -1.810 -2.433 1.864 -0.41 0.69 -0.25
H -3.271 -1.457 -1.431 1.93 1.53 -0.34
H -2.176 0.074 -1.599 -0.43 1.33 -0.52
H -1.469 -1.488 -1.768 -0.22 -0.05 0.25
H -2.049 0.299 2.066 -0.48 -0.41 -1.81
H -1.365 0.981 0.547 -2.39 -0.94 0.41
H -3.211 0.695 0.845 -2.63 1.62 -0.82
H 0.351 2.430 0.323 0.05 0.81 -0.81
H 1.638 3.418 -0.548 -0.31 -2.18 0.15
H 0.633 2.094 -1.430 0.55 0.40 0.80
```
Forces are in eV/Å.

* E_tot: -521.89234 hartree
* 2S+1: 1
* frontier orbital gap: 0.3675 hartree
* total charge: 0
* energy relative to the best compared isomer or geometry (same formula, charge and spin): 0.000 eV